Entry from the Open Molecules 2025 dataset: a cluster of 7 separate species, C26H43Br2N3O3 in total in a non-equilibrium geometry (the ωB97M-V functional and the def2-TZVPD basis).

Geometry as XYZ:
```
77
Properties=species:S:1:pos:R:3:forces:R:3:mulliken_charge:R:1
C 5.212591 0.814365 -3.416381 -0.030 0.352 0.309 -0.745
C 3.681799 0.980811 -3.499991 -0.171 -0.208 0.105 -0.447
C 3.145599 0.103176 -2.336176 0.489 0.052 -0.894 0.346
O 4.278628 -0.125571 -1.491920 -0.316 0.073 -0.185 -0.214
C 5.409113 -0.283208 -2.371160 -0.268 0.005 0.528 -0.507
H 5.626459 1.734703 -2.997605 0.075 -0.065 -0.044 0.277
H 5.718605 0.658547 -4.366956 -0.134 -0.259 -0.041 0.322
H 3.281703 0.686283 -4.471656 -0.020 -0.138 0.063 0.386
H 3.365515 2.007631 -3.323173 0.207 0.068 -0.110 0.146
H 2.771602 -0.852915 -2.739842 0.028 0.067 0.220 0.166
H 2.334473 0.629399 -1.825322 0.347 -0.310 0.355 -0.406
H 5.435973 -1.322397 -2.729785 -0.097 0.245 -0.328 0.295
H 6.306998 -0.131679 -1.770524 -0.074 -0.024 0.009 0.330
C 4.107793 -3.259753 1.252803 -0.638 0.524 -0.148 -0.497
C 3.729054 -4.041675 -0.006547 -0.050 0.245 0.250 -0.252
C 5.092609 -4.404973 -0.565736 0.309 0.169 0.462 -0.495
O 5.977772 -3.345199 -0.148391 0.037 -0.136 -0.545 -0.445
C 5.334792 -2.494944 0.785783 0.087 -0.147 0.914 0.043
H 4.297762 -3.876280 2.131878 0.193 -0.249 -0.212 0.315
H 3.295164 -2.590784 1.525331 -0.061 0.181 0.126 0.181
H 3.228246 -3.358452 -0.699201 -0.071 -0.079 0.046 0.007
H 3.057693 -4.867420 0.227165 0.164 -0.166 -0.250 0.382
H 5.122057 -4.457943 -1.652789 0.007 -0.148 -0.018 0.289
H 5.466612 -5.332029 -0.117173 -0.053 -0.074 -0.235 0.301
H 5.083757 -1.521896 0.360103 -0.077 -0.106 -0.257 -0.101
H 6.009273 -2.325669 1.630316 0.137 0.045 -0.141 0.318
C -4.723033 -0.992468 -0.290594 0.311 0.015 -0.465 0.199
C -4.367222 -2.038558 -1.365126 -0.352 -0.273 0.271 -0.328
C -3.587915 -3.122459 -0.564695 -0.232 0.487 -0.334 -0.369
O -3.675418 -2.746133 0.820778 -0.369 0.148 0.035 -0.571
C -4.813395 -1.859990 0.960042 0.453 -0.068 -0.731 -0.633
H -5.603415 -0.397543 -0.531518 -0.196 -0.269 0.123 0.366
H -3.892277 -0.280849 -0.246718 -0.022 -0.082 0.347 -0.223
H -3.838706 -1.595948 -2.204746 0.262 -0.110 0.076 -0.036
H -5.266508 -2.508752 -1.772849 -0.042 0.173 0.051 0.328
H -2.535705 -3.188855 -0.843599 0.013 0.064 0.128 0.219
H -4.051902 -4.099696 -0.727263 0.080 -0.004 0.192 0.337
H -4.704360 -1.322134 1.899207 -0.097 -0.106 0.063 0.323
H -5.742394 -2.444619 0.923454 0.083 0.089 0.290 0.362
Br 0.798308 2.920451 -2.253153 -0.039 0.267 -0.023 -0.206
C -0.112757 1.748400 -3.495124 0.066 -0.346 -0.164 -0.714
C -0.828413 0.658125 -2.734832 -0.201 0.288 -0.320 -0.362
Br -1.900620 -0.292585 -4.068308 -0.017 -0.137 0.148 -0.186
H 0.621081 1.348037 -4.190203 0.132 -0.005 0.127 0.423
H -0.823140 2.328006 -4.073628 -0.006 0.245 0.146 0.528
H -1.505983 1.097013 -2.011004 -0.110 -0.185 0.066 0.308
H -0.185684 -0.070079 -2.256841 0.118 0.012 0.038 0.255
N -6.598646 3.326988 2.809341 0.439 -0.249 0.223 0.001
C -5.856042 2.566172 1.944405 0.029 0.048 0.348 -0.497
C -6.511288 2.546644 0.752585 -0.009 0.141 -0.425 -0.097
C -7.672486 3.359007 0.887333 0.313 -0.266 -0.324 -0.736
C -7.704794 3.801093 2.179916 -0.303 0.405 -0.295 -0.465
H -6.310979 3.536371 3.745222 -0.138 0.048 0.127 0.191
H -4.913868 2.147711 2.251034 -0.009 -0.111 0.027 0.391
H -6.178938 2.050595 -0.143933 0.018 0.005 -0.013 0.464
H -8.306453 3.630963 0.061961 -0.352 -0.044 0.200 0.376
H -8.411691 4.451371 2.663981 0.042 0.001 0.124 0.382
N -1.469232 -0.843696 1.043708 0.232 -0.023 0.186 0.105
C -1.442381 0.521963 1.015430 -0.103 -0.127 -0.214 -0.660
C -0.172276 0.915596 0.672679 -0.150 0.423 0.670 -0.863
C 0.626795 -0.250809 0.578987 -0.123 -0.517 -0.424 -0.473
C -0.219560 -1.317173 0.783559 -0.142 -0.119 0.205 -0.847
H -2.252685 -1.459764 1.234202 -0.079 0.114 -0.100 0.278
H -2.313941 1.106661 1.254295 -0.042 0.038 -0.086 0.681
H 0.126597 1.949835 0.640228 0.185 -0.044 -0.165 0.536
H 1.664057 -0.362421 0.306213 0.083 0.234 0.074 0.603
H -0.064394 -2.380683 0.823990 0.255 -0.062 -0.150 0.606
N 1.580591 1.799584 3.294691 -0.486 -0.622 0.036 0.060
C 2.573259 2.539361 2.747423 0.202 0.932 0.349 -0.436
C 2.587097 3.750980 3.417672 0.165 -0.175 -0.247 -0.570
C 1.558994 3.717971 4.389990 -0.198 -0.223 -0.062 -0.397
C 0.940014 2.492894 4.277850 0.245 0.359 0.010 -0.509
H 1.262476 0.909118 2.949850 0.090 0.003 -0.084 0.204
H 3.197223 2.177398 1.951620 -0.009 -0.110 -0.080 0.474
H 3.250213 4.581423 3.234397 0.061 -0.101 -0.046 0.403
H 1.298061 4.505154 5.077898 -0.013 -0.030 0.009 0.402
H 0.102095 2.068199 4.797139 -0.061 -0.049 0.086 0.384
```
Forces are in eV/Å.

## Properties
ΔE to the lowest compared entry with this formula, charge and spin, kcal per mole: 0.0
SMILES: c1cc[nH]c1.c1cc[nH]c1.c1cc[nH]c1.C1CCOC1.C1CCOC1.C1CCOC1.BrCCBr
Kohn-Sham gap, eV: 8.51
E_HOMO, eV: -8.0